Density functional theory data (ωB97M-V/def2-TZVPD) for 2 unconnected molecules or ions with the total composition C4H11N3O2 in a non-equilibrium geometry.

CARTESIAN COORDINATES (ANGSTROEM)
1 C 0.83 -0.77 -2.29
2 N 0.43 0.06 -1.17
3 C 0.92 1.25 -0.96
4 N 0.16 2.01 -0.12
5 N 2.14 1.66 -1.55
6 H 1.45 -1.60 -1.90
7 H 1.37 -0.10 -3.05
8 H 0.03 -1.21 -2.89
9 H -0.74 1.56 0.14
10 H 0.61 2.29 0.73
11 H 2.02 2.63 -1.87
12 H 2.95 1.21 -1.17
13 C -2.16 -1.73 2.47
14 C -1.47 -0.66 1.71
15 O -1.92 0.39 1.31
16 O -0.10 -0.79 1.78
17 H -1.84 -1.36 3.49
18 H -1.67 -2.66 2.12
19 H -3.20 -1.90 2.22
20 H 0.21 -0.27 1.01

Computed properties:
SMILES string: CN=C(N)N.CC(=O)O
Energy in eV: -12891.229
Total charge: 0
Energy above the lowest of the compared OMol25 structures with the same formula, charge and spin in kcal per mole: 36.9
Gap between HOMO and LUMO in eV: 9.7

***

Density functional theory data (ωB97M-V/def2-TZVPD) for C6H5FN4 in the gas phase in a non-equilibrium geometry.

CARTESIAN COORDINATES (ANGSTROEM)
1 N 2.35 -0.38 -1.10
2 C 1.23 -0.33 -0.67
3 C 0.42 0.37 0.11
4 C 0.84 1.70 0.62
5 C -0.27 2.13 1.36
6 N -1.26 1.25 1.19
7 C -0.91 0.15 0.49
8 N -1.69 -0.91 0.21
9 C -1.13 -1.92 -0.45
10 N -0.04 -1.77 -1.26
11 F 0.35 -2.97 -1.91
12 H 2.86 -0.98 -1.76
13 H 1.79 1.93 0.44
14 H -0.54 3.08 1.87
15 H -2.25 1.50 1.54
16 H -1.77 -2.83 -0.67

Computed properties:
SMILES string: N=C=C1C=CN/C1=N/C=N/F
Energy in eV: -14976.382
Total charge: 0
Energy above the lowest of the compared OMol25 structures with the same formula, charge and spin in kcal per mole: 2.3
Gap between HOMO and LUMO in eV: 8.3

***

Density functional theory data (ωB97M-V/def2-TZVPD) for a molecular structure, C2H7N3S2 in a non-equilibrium geometry.

CARTESIAN COORDINATES (ANGSTROEM)
1 C 1.96 -0.74 -0.63
2 C 0.40 -0.37 -0.40
3 H 2.54 -1.43 1.30
4 H 2.60 0.24 0.74
5 H 2.24 -1.84 -0.86
6 H 2.51 -0.16 -1.35
7 H 0.90 0.85 1.24
8 H -1.98 1.49 -0.48
9 H -2.14 0.20 0.66
10 N 2.83 -0.66 0.60
11 N 0.19 0.78 0.56
12 N -0.49 -1.17 -0.66
13 S -0.38 2.18 -0.15
14 S -2.04 -1.26 0.24

Computed properties:
Energy in eV: -28323.529
Total charge: 0
Energy above the lowest of the compared OMol25 structures with the same formula, charge and spin in kcal per mole: 95.1
Gap between HOMO and LUMO in eV: 8.6

***

Density functional theory data (ωB97M-V/def2-TZVPD) for 13 unconnected molecules or ions with the total composition C72H183N13O3 in a non-equilibrium geometry.

CARTESIAN COORDINATES (ANGSTROEM)
1 C -11.81 -2.62 -30.13
2 C -10.33 -2.66 -30.41
3 N -9.95 -2.42 -31.80
4 C -8.54 -2.05 -31.93
5 C -7.61 -3.09 -31.41
6 C -10.45 -3.45 -32.77
7 C -10.86 -2.72 -34.04
8 H -12.22 -1.67 -30.51
9 H -11.93 -2.85 -29.02
10 H -12.37 -3.43 -30.65
11 H -9.84 -1.79 -29.98
12 H -9.90 -3.63 -30.09
13 H -8.30 -1.82 -32.96
14 H -8.42 -1.13 -31.46
15 H -7.69 -3.18 -30.37
16 H -7.90 -4.05 -31.80
17 H -6.54 -2.92 -31.49
18 H -11.20 -4.04 -32.24
19 H -9.75 -4.29 -33.16
20 H -11.71 -2.12 -33.80
21 H -11.05 -3.41 -34.90
22 H -10.07 -1.98 -34.32
23 C -2.88 -5.30 -27.50
24 C -4.36 -5.31 -27.32
25 N -5.11 -4.49 -28.28
26 C -5.00 -3.00 -27.99
27 C -4.76 -2.15 -29.24
28 C -6.50 -4.98 -28.30
29 C -6.78 -6.07 -29.36
30 H -2.38 -6.11 -26.97
31 H -2.52 -4.38 -27.07
32 H -2.60 -5.27 -28.53
33 H -4.78 -6.33 -27.46
34 H -4.63 -4.94 -26.36
35 H -5.89 -2.68 -27.39
36 H -4.13 -2.86 -27.31
37 H -4.32 -1.16 -28.89
38 H -4.15 -2.69 -29.95
39 H -5.69 -1.95 -29.69
40 H -7.00 -4.06 -28.38
41 H -6.75 -5.31 -27.29
42 H -7.79 -6.14 -29.73
43 H -6.53 -7.04 -28.94
44 H -6.21 -5.90 -30.25
45 C -8.55 0.28 -22.28
46 C -9.78 -0.46 -21.64
47 N -11.11 -0.14 -22.16
48 C -11.31 -0.74 -23.48
49 C -11.78 -2.19 -23.49
50 C -11.31 1.31 -22.14
51 C -12.74 1.64 -22.10
52 H -8.66 1.32 -22.08
53 H -8.28 0.17 -23.33
54 H -7.73 -0.13 -21.70
55 H -9.68 -1.51 -21.69
56 H -9.69 -0.22 -20.57
57 H -12.02 -0.13 -24.00
58 H -10.37 -0.58 -23.97
59 H -12.83 -2.34 -23.15
60 H -11.59 -2.61 -24.45
61 H -11.27 -2.77 -22.69
62 H -10.89 1.83 -22.99
63 H -10.85 1.70 -21.21
64 H -13.25 1.27 -21.20
65 H -13.23 1.03 -22.84
66 H -12.96 2.69 -22.27
67 C -2.60 -3.91 -22.62
68 C -3.41 -2.84 -23.38
69 N -2.63 -1.64 -23.69
70 C -1.77 -1.86 -24.89
71 C -0.44 -1.07 -24.84
72 C -3.54 -0.51 -23.89
73 C -4.27 -0.14 -22.60
74 H -1.68 -4.18 -23.12
75 H -3.14 -4.87 -22.38
76 H -2.32 -3.44 -21.65
77 H -3.83 -3.17 -24.33
78 H -4.25 -2.63 -22.66
79 H -2.35 -1.73 -25.84
80 H -1.43 -2.92 -24.88
81 H 0.20 -1.57 -24.02
82 H -0.49 0.05 -24.49
83 H 0.11 -1.05 -25.81
84 H -2.90 0.31 -24.19
85 H -4.15 -0.77 -24.81
86 H -5.04 -0.91 -22.32
87 H -3.50 0.22 -21.86
88 H -4.86 0.74 -22.82
89 C -9.62 4.56 -23.56
90 C -10.26 5.74 -24.27
91 N -11.21 5.31 -25.28
92 C -11.71 6.37 -26.09
93 C -10.65 7.02 -27.04
94 C -12.24 4.42 -24.80
95 C -13.23 5.00 -23.72
96 H -10.37 4.05 -22.95
97 H -8.83 4.86 -22.86
98 H -9.25 3.87 -24.30
99 H -10.55 6.41 -23.47
100 H -9.57 6.35 -24.84
101 H -12.53 6.03 -26.71
102 H -12.31 7.13 -25.49
103 H -11.10 7.47 -27.92
104 H -10.14 7.86 -26.53
105 H -9.85 6.34 -27.26
106 H -11.76 3.54 -24.35
107 H -12.76 4.11 -25.67
108 H -12.64 5.00 -22.79
109 H -14.08 4.36 -23.62
110 H -13.70 6.02 -23.96
111 C -11.84 1.01 -32.18
112 C -12.29 2.42 -32.49
113 N -11.94 3.47 -31.52
114 C -12.21 4.81 -31.99
115 C -13.56 5.11 -32.48
116 C -12.63 3.23 -30.31
117 C -12.07 3.92 -29.11
118 H -10.84 0.89 -32.58
119 H -12.53 0.24 -32.59
120 H -11.84 0.94 -31.12
121 H -12.09 2.73 -33.48
122 H -13.37 2.27 -32.67
123 H -12.01 5.44 -31.12
124 H -11.59 5.05 -32.87
125 H -13.83 4.80 -33.46
126 H -14.38 4.81 -31.81
127 H -13.74 6.15 -32.55
128 H -12.62 2.17 -30.20
129 H -13.70 3.45 -30.40
130 H -10.98 3.82 -29.11
131 H -12.47 3.37 -28.29
132 H -12.37 4.96 -29.09
133 C -6.47 -6.82 -24.56
134 C -7.61 -5.90 -24.20
135 N -7.44 -4.57 -24.79
136 C -6.55 -3.74 -23.95
137 C -7.17 -3.31 -22.60
138 C -8.76 -3.96 -25.14
139 C -8.69 -2.53 -25.70
140 H -6.75 -7.75 -24.00
141 H -5.58 -6.49 -24.10
142 H -6.36 -6.98 -25.65
143 H -8.52 -6.38 -24.62
144 H -7.74 -5.84 -23.18
145 H -5.69 -4.38 -23.66
146 H -6.18 -2.82 -24.45
147 H -8.13 -2.89 -22.68
148 H -7.17 -4.08 -21.87
149 H -6.61 -2.42 -22.20
150 H -9.39 -4.06 -24.25
151 H -9.24 -4.63 -25.87
152 H -8.18 -1.93 -24.93
153 H -9.69 -2.09 -25.87
154 H -8.05 -2.41 -26.59
155 C -10.79 0.74 -27.93
156 C -9.34 0.36 -28.12
157 N -8.51 0.92 -27.11
158 C -8.70 2.43 -26.84
159 C -8.20 3.33 -27.89
160 C -7.15 0.65 -27.41
161 C -6.15 0.91 -26.32
162 H -11.02 1.74 -28.30
163 H -11.13 0.63 -26.90
164 H -11.35 0.01 -28.52
165 H -9.35 -0.70 -27.93
166 H -9.00 0.48 -29.18
167 H -8.24 2.68 -25.88
168 H -9.78 2.57 -26.61
169 H -7.13 3.39 -28.13
170 H -8.59 4.30 -27.69
171 H -8.78 3.17 -28.76
172 H -7.15 -0.37 -27.77
173 H -6.85 1.21 -28.32
174 H -5.26 0.43 -26.63
175 H -6.01 2.01 -26.28
176 H -6.47 0.49 -25.31
177 C -17.47 1.92 -26.58
178 C -16.77 0.99 -27.60
179 N -15.45 1.46 -28.03
180 C -14.87 0.54 -28.99
181 C -15.76 0.51 -30.30
182 C -14.61 1.91 -26.99
183 C -14.27 0.78 -25.98
184 H -17.39 2.95 -26.95
185 H -17.06 1.84 -25.55
186 H -18.48 1.60 -26.69
187 H -16.68 -0.03 -27.28
188 H -17.44 1.12 -28.41
189 H -13.87 0.93 -29.18
190 H -14.80 -0.45 -28.51
191 H -15.67 1.53 -30.64
192 H -15.40 -0.26 -30.92
193 H -16.82 0.44 -29.94
194 H -15.15 2.72 -26.47
195 H -13.65 2.20 -27.38
196 H -13.97 -0.17 -26.45
197 H -15.18 0.52 -25.42
198 H -13.51 1.02 -25.18
199 C -7.26 6.75 -28.71
200 C -6.15 7.22 -29.69
201 N -4.76 7.00 -29.28
202 C -3.90 7.71 -30.23
203 C -4.06 7.33 -31.68
204 C -4.70 7.60 -27.96
205 C -3.33 7.72 -27.40
206 H -7.53 7.44 -27.92
207 H -7.01 5.84 -28.21
208 H -8.11 6.57 -29.31
209 H -6.38 6.68 -30.60
210 H -6.22 8.37 -29.70
211 H -4.02 8.86 -30.02
212 H -2.92 7.43 -29.97
213 H -3.16 7.52 -32.29
214 H -4.14 6.24 -31.67
215 H -4.94 7.74 -32.18
216 H -5.25 6.97 -27.22
217 H -5.10 8.67 -28.04
218 H -2.97 6.73 -27.32
219 H -3.38 8.19 -26.36
220 H -2.57 8.22 -28.00
221 C -3.73 1.82 -30.21
222 C -3.72 3.35 -30.01
223 C -2.71 3.87 -31.01
224 O -1.51 3.34 -30.81
225 C -0.69 3.58 -31.91
226 N -5.05 3.76 -30.23
227 H -4.13 1.49 -31.17
228 H -4.31 1.46 -29.42
229 H -2.71 1.42 -30.10
230 H -3.35 3.55 -29.02
231 H -2.59 4.99 -31.07
232 H -3.08 3.67 -32.03
233 H -1.14 3.24 -32.84
234 H 0.35 3.32 -31.69
235 H -0.70 4.70 -32.07
236 H -5.68 3.09 -29.76
237 H -5.28 4.70 -29.90
238 C -7.05 9.32 -25.18
239 C -7.89 8.52 -24.28
240 C -7.14 7.24 -23.91
241 O -6.85 6.45 -25.01
242 C -6.29 5.15 -24.89
243 N -8.15 9.24 -23.06
244 H -7.51 10.36 -25.15
245 H -6.95 8.96 -26.18
246 H -5.99 9.42 -24.74
247 H -8.80 8.12 -24.75
248 H -7.76 6.81 -23.13
249 H -6.18 7.57 -23.48
250 H -6.91 4.48 -24.23
251 H -5.29 5.29 -24.52
252 H -6.34 4.66 -25.82
253 H -8.82 10.00 -23.13
254 H -8.56 8.69 -22.33
255 C -8.14 2.00 -32.15
256 C -7.99 3.36 -32.88
257 C -8.46 4.48 -32.01
258 O -8.44 5.69 -32.79
259 C -8.89 6.84 -32.02
260 N -6.61 3.46 -33.36
261 H -7.95 1.20 -32.88
262 H -9.10 1.87 -31.71
263 H -7.27 1.84 -31.40
264 H -8.54 3.45 -33.85
265 H -7.89 4.56 -31.06
266 H -9.56 4.38 -31.71
267 H -9.36 7.49 -32.70
268 H -8.15 7.45 -31.51
269 H -9.73 6.54 -31.30
270 H -6.52 4.34 -33.82
271 H -6.04 3.50 -32.53

Computed properties:
Energy in eV: -103135.745
Total charge: 0
Gap between HOMO and LUMO in eV: 8.6

***

Density functional theory data (ωB97M-V/def2-TZVPD) for a gas-phase ion, C5H16N3 (charge +1) in a non-equilibrium geometry.

CARTESIAN COORDINATES (ANGSTROEM)
1 C 0.05 2.78 2.16
2 N 0.12 2.75 0.69
3 C -0.36 1.64 -0.13
4 C -0.68 0.32 0.68
5 N -0.88 -0.82 -0.24
6 C -0.21 -0.99 -1.51
7 C 1.04 -1.92 -1.18
8 N 0.71 -3.25 -0.63
9 H 0.70 1.97 2.55
10 H -0.96 2.76 2.58
11 H 0.49 3.79 2.41
12 H -0.58 3.60 0.43
13 H 0.48 1.56 -0.90
14 H -1.41 1.84 -0.53
15 H -1.67 0.44 1.21
16 H 0.26 0.04 1.23
17 H -1.90 -0.98 -0.28
18 H 0.29 -0.11 -2.03
19 H -0.82 -1.23 -2.39
20 H 1.80 -1.36 -0.37
21 H 1.65 -2.15 -2.10
22 H 0.27 -3.16 0.16
23 H 0.17 -3.76 -1.35
24 H 1.44 -3.77 -0.45

Computed properties:
SMILES string: CNCCNCC[NH3+]
Energy in eV: -9905.149
Total charge: +1
Energy above the lowest of the compared OMol25 structures with the same formula, charge and spin in kcal per mole: 105.3
Gap between HOMO and LUMO in eV: 7.9

***

Density functional theory data (ωB97M-V/def2-TZVPD) for a molecular structure, C30H40I2N9OPPdS2.

CARTESIAN COORDINATES (ANGSTROEM)
1 Pd 0.54 0.15 -0.06
2 I 1.18 -5.02 0.83
3 C 2.49 -3.55 0.17
4 C 3.84 -3.86 -0.03
5 C 4.74 -2.92 -0.46
6 I 6.73 -3.49 -0.75
7 C 4.31 -1.59 -0.71
8 C 5.13 -0.54 -1.17
9 C 4.60 0.70 -1.37
10 C 3.25 0.94 -1.06
11 N 2.47 -0.02 -0.61
12 C 2.96 -1.29 -0.47
13 C 1.99 -2.27 -0.06
14 O 0.75 -1.94 0.08
15 H 4.17 -4.88 0.16
16 H 6.17 -0.73 -1.38
17 H 5.20 1.52 -1.74
18 H 2.78 1.92 -1.12
19 N -0.24 2.70 -3.00
20 C -1.42 2.22 -2.48
21 N -1.44 1.18 -1.72
22 C -2.68 0.98 -1.18
23 C -3.65 1.82 -1.60
24 S -2.98 2.96 -2.71
25 C -2.76 0.01 -0.09
26 C -3.88 -0.55 0.41
27 S -3.50 -1.55 1.76
28 C -1.83 -1.16 1.56
29 N -1.59 -0.34 0.57
30 N -0.87 -1.67 2.39
31 H 0.47 2.58 -2.28
32 H -0.29 3.65 -3.33
33 H -4.68 1.88 -1.30
34 H -4.90 -0.43 0.06
35 H -1.16 -2.46 2.94
36 H -0.01 -1.84 1.87
37 N 0.76 2.14 -0.10
38 P 1.01 2.63 1.36
39 N -0.38 2.62 2.31
40 C -0.45 2.72 3.76
41 C -1.26 3.93 4.24
42 C -2.61 4.01 3.55
43 C -2.44 3.94 2.04
44 C -1.68 2.68 1.67
45 N 1.68 4.16 1.30
46 C 1.89 4.97 2.50
47 C 2.82 6.15 2.20
48 C 3.89 5.75 1.20
49 C 3.24 5.36 -0.14
50 C 1.80 4.91 0.06
51 N 2.06 1.85 2.42
52 C 3.50 1.90 2.16
53 C 4.28 1.82 3.47
54 C 3.91 0.55 4.23
55 C 2.40 0.44 4.40
56 C 1.69 0.58 3.05
57 H 0.56 2.75 4.17
58 H -0.93 1.81 4.15
59 H -0.70 4.84 4.05
60 H -1.38 3.85 5.33
61 H -3.13 4.92 3.85
62 H -3.24 3.17 3.87
63 H -1.88 4.81 1.68
64 H -3.41 3.95 1.53
65 H -1.53 2.59 0.59
66 H -2.27 1.81 1.99
67 H 2.33 4.33 3.27
68 H 0.94 5.34 2.90
69 H 3.26 6.50 3.14
70 H 2.24 6.99 1.80
71 H 4.45 4.90 1.60
72 H 4.61 6.56 1.06
73 H 3.82 4.56 -0.62
74 H 3.26 6.21 -0.84
75 H 1.46 4.27 -0.75
76 H 1.13 5.78 0.08
77 H 3.73 2.81 1.61
78 H 3.80 1.04 1.53
79 H 4.03 2.70 4.08
80 H 5.35 1.86 3.27
81 H 4.42 0.51 5.19
82 H 4.26 -0.32 3.65
83 H 2.05 1.23 5.07
84 H 2.13 -0.51 4.85
85 H 0.61 0.53 3.17
86 H 1.99 -0.26 2.41

Computed properties:
Energy in eV: -97861.434
Total charge: 0
Energy above the lowest of the compared OMol25 structures with the same formula, charge and spin in kcal per mole: 13.6
Gap between HOMO and LUMO in eV: 7.3

***

Density functional theory data (ωB97M-V/def2-TZVPD) for a molecular structure, CH2NO3P in a non-equilibrium geometry.

CARTESIAN COORDINATES (ANGSTROEM)
1 C -2.30 -1.65 -1.65
2 N -3.29 -2.11 -1.23
3 O 2.79 -1.89 -1.12
4 O -1.29 -1.16 -2.12
5 O 1.86 -1.19 1.06
6 P 1.65 -2.07 -0.15
7 H 0.35 5.40 2.47
8 H 0.23 4.67 2.73

Computed properties:
Energy in eV: -17991.275
Total charge: -2
Energy above the lowest of the compared OMol25 structures with the same formula, charge and spin in kcal per mole: 10.2
Gap between HOMO and LUMO in eV: 6.7

***

Density functional theory data (ωB97M-V/def2-TZVPD) for 2 unconnected molecules or ions with the total composition C3H5FO in a non-equilibrium geometry.

CARTESIAN COORDINATES (ANGSTROEM)
1 C -0.71 0.16 -0.84
2 C -0.54 0.46 0.70
3 C 0.57 0.41 -0.23
4 O 2.02 -1.48 0.20
5 F 1.44 1.31 -0.53
6 H -1.01 -0.78 -1.15
7 H -1.19 0.87 -1.31
8 H -0.94 1.33 1.13
9 H -0.99 -0.39 1.29
10 H 1.35 -1.89 0.75

Computed properties:
Energy in eV: -7951.279
Total charge: 0
Energy above the lowest of the compared OMol25 structures with the same formula, charge and spin in kcal per mole: 120.6
Gap between HOMO and LUMO (alpha / beta) in eV: 10.1 / 8.2

***

Density functional theory data (ωB97M-V/def2-TZVPD) for a molecular structure, C11H13N2O6Ti in a non-equilibrium geometry.

CARTESIAN COORDINATES (ANGSTROEM)
1 O -0.48 3.89 -3.36
2 C -0.38 2.83 -2.96
3 Ti 0.55 -1.11 -0.01
4 O -0.36 1.86 0.12
5 C -0.05 0.74 0.06
6 C -1.63 -2.39 -0.99
7 O -1.87 -3.20 -1.81
8 C 2.15 -0.03 -0.50
9 O 3.13 0.63 -0.51
10 C -1.68 -0.98 -0.62
11 O -2.73 -0.38 -0.66
12 H 1.88 -1.11 -1.00
13 C -1.29 -3.21 2.55
14 N -0.46 -2.57 3.55
15 C -0.65 -2.96 4.93
16 C 0.54 -2.50 5.73
17 C 0.77 -1.02 5.52
18 N 0.90 -0.77 4.08
19 C 1.53 0.47 3.67
20 C 0.29 -1.54 3.18
21 O 0.44 -1.29 1.90
22 H -2.13 -2.57 2.24
23 H -1.69 -4.12 3.01
24 H -0.71 -3.48 1.66
25 H -1.58 -2.52 5.34
26 H -0.71 -4.05 4.96
27 H 1.45 -3.08 5.46
28 H 0.35 -2.68 6.80
29 H 1.71 -0.71 5.99
30 H -0.07 -0.44 5.95
31 H 0.80 1.19 3.30
32 H 1.99 0.88 4.57
33 H 2.30 0.29 2.92

Computed properties:
Energy in eV: -49987.179
Spin multiplicity: 3
Total charge: +1
Energy above the lowest of the compared OMol25 structures with the same formula, charge and spin in kcal per mole: 0.0
Gap between HOMO and LUMO (alpha / beta) in eV: 6.5 / 7.2

***

Density functional theory data (ωB97M-V/def2-TZVPD) for a gas-phase ion, C3H5ClN (charge +1) in a non-equilibrium geometry.

CARTESIAN COORDINATES (ANGSTROEM)
1 N -0.14 0.57 0.02
2 C 0.62 -0.69 0.16
3 C 2.03 -0.50 0.01
4 C 3.23 -0.15 0.04
5 Cl 4.81 0.27 0.10
6 H -1.24 0.37 -0.14
7 H 0.14 1.10 -0.74
8 H 0.11 1.25 0.80
9 H 0.39 -1.21 1.11
10 H 0.23 -1.54 -0.46

Computed properties:
SMILES string: [NH3+]CC#CCl
Energy in eV: -17194.765
Total charge: +1
Energy above the lowest of the compared OMol25 structures with the same formula, charge and spin in kcal per mole: 1.2
Gap between HOMO and LUMO in eV: 9.6